1.
Formula: C14H15BN8OPt
Source: OMol25
Level of theory: ωB97M-V with the def2-TZVPD basis set

Values from the calculation:
* HOMO-LUMO gap (spin up / spin down): 8.951 / 4.752 eV

```
! wB97M-V def2-TZVPD RIJCOSX def2/J DEFGRID3
* xyz 3 6
Pt -0.605 0.654 0.377
C 3.620 -0.441 -0.232
C 2.218 -0.631 -0.501
N 1.544 0.181 0.239
N 2.442 0.953 1.034
C 3.659 0.595 0.777
B 1.836 1.990 2.109
N 1.027 3.060 1.369
C 1.036 4.420 1.444
C 0.053 4.921 0.638
C -0.568 3.797 0.097
N 0.016 2.690 0.543
N 0.888 1.185 3.019
C 0.826 0.973 4.366
C -0.309 0.270 4.659
C -0.929 0.055 3.431
N -0.216 0.597 2.455
N 3.040 2.671 2.834
C 3.836 3.592 2.344
C 4.824 3.902 3.355
C 4.495 3.053 4.444
N 3.486 2.283 4.123
H 4.460 -0.958 -0.682
H 1.744 -1.321 -1.187
H 4.524 1.016 1.267
H 1.710 4.965 2.085
H -0.206 5.955 0.478
H -1.405 3.759 -0.585
H 1.585 1.332 5.032
H -0.651 -0.046 5.630
H -1.851 -0.471 3.230
H 3.726 4.015 1.351
H 5.683 4.556 3.266
H 4.991 2.963 5.400
C -3.271 -0.381 -1.243
C -1.784 -0.405 -1.136
O -0.981 -0.978 -1.778
H -3.650 -1.205 -0.629
H -3.552 -0.565 -2.280
H -3.700 0.545 -0.877
*
```

2.
Formula: C36H71AlBr3ClFN3O12P
Source: OMol25
Level of theory: ωB97M-V with the def2-TZVPD basis set

Values from the calculation:
* HOMO-LUMO gap: 1.855 eV

```
! wB97M-V def2-TZVPD RIJCOSX def2/J DEFGRID3
* xyz -1 1
C -2.992 -0.987 -1.959
C -2.767 0.312 -2.723
O -1.422 0.302 -3.176
C -1.118 1.442 -3.965
C 0.364 1.718 -3.771
C 0.629 2.370 -2.398
C 1.244 1.344 -1.438
C 1.401 1.918 -0.040
C 1.884 0.875 1.042
P 0.309 0.051 1.551
O -0.740 -0.005 0.505
N 2.795 -0.002 0.317
C 3.988 0.619 0.127
O 4.828 0.460 -0.744
C 4.107 1.591 1.339
C 2.828 1.395 2.181
C 2.339 2.555 3.075
C 1.513 3.692 2.456
C 2.322 4.686 1.606
C 0.948 4.499 3.651
C 3.135 0.240 3.188
F 3.984 -0.731 2.649
C 3.797 0.618 4.518
C 5.148 1.336 4.405
H -2.661 -0.881 -0.928
H -2.414 -1.778 -2.432
H -4.051 -1.230 -1.975
H -2.919 1.167 -2.054
H -3.454 0.391 -3.577
H -1.679 2.334 -3.674
H -1.298 1.182 -5.017
H 0.681 2.410 -4.558
H 0.954 0.810 -3.898
H 1.385 3.144 -2.561
H -0.289 2.800 -1.995
H 0.639 0.437 -1.478
H 2.209 1.081 -1.879
H 2.089 2.762 -0.085
H 0.411 2.270 0.260
H -0.203 0.782 2.655
H 0.605 -1.234 2.061
H 2.483 -0.787 -0.243
H 4.256 2.565 0.872
H 5.048 1.283 1.786
H 1.686 2.113 3.830
H 3.185 3.048 3.552
H 0.623 3.338 1.944
H 1.713 5.196 0.860
H 3.219 4.275 1.149
H 2.667 5.480 2.277
H 0.152 3.888 4.089
H 0.453 5.407 3.300
H 1.711 4.716 4.398
H 2.217 -0.302 3.443
H 4.022 -0.338 4.999
H 3.112 1.110 5.208
H 5.848 0.621 3.971
H 5.559 1.595 5.377
H 5.149 2.192 3.739
C -6.245 -3.214 -3.672
Br -5.754 -3.747 -1.851
Br -8.015 -2.405 -3.741
Br -4.908 -2.076 -4.459
H -6.292 -4.126 -4.272
O 7.856 2.364 4.076
H 8.448 2.932 4.578
H 8.232 2.356 3.188
N 9.752 -0.257 1.969
C 9.045 -0.359 0.841
C 7.747 -0.844 0.786
C 7.146 -1.250 1.967
C 7.865 -1.154 3.148
C 9.156 -0.651 3.094
H 9.553 -0.031 -0.059
H 7.218 -0.900 -0.155
H 6.134 -1.633 1.966
H 7.433 -1.459 4.091
H 9.752 -0.555 3.995
Al -8.684 -0.706 -1.681
C -12.783 -3.314 -1.340
C -11.514 -2.811 -2.039
O -11.421 -1.556 -2.197
O -10.690 -3.671 -2.385
H -13.444 -2.490 -1.072
H -13.321 -3.995 -2.000
H -12.509 -3.853 -0.432
C -1.544 10.803 2.868
C -2.275 9.469 2.979
C -1.363 8.298 3.376
O -0.545 7.805 2.333
C 0.645 8.538 2.109
N -2.982 9.212 1.721
H -0.960 10.877 1.951
H -2.262 11.624 2.856
H -0.874 10.958 3.716
H -3.023 9.573 3.771
H -2.002 7.458 3.663
H -0.754 8.547 4.255
H 1.058 8.937 3.041
H 0.479 9.349 1.396
H 1.374 7.857 1.670
H -3.555 8.379 1.827
H -2.288 8.943 1.029
O 1.432 -3.207 0.319
H 0.972 -2.360 0.288
Cl -3.874 -3.973 -0.098
C -5.593 -8.190 -3.165
C -6.466 -6.931 -3.471
O -6.344 -6.584 -4.735
H -4.540 -8.011 -3.376
H -5.686 -8.447 -2.106
H -5.935 -9.039 -3.755
H -6.098 -6.171 -2.739
H -7.489 -7.146 -3.107
C 0.119 -6.950 -4.007
C 0.511 -7.828 -2.839
O -0.327 -8.995 -2.758
C -0.037 -9.971 -3.608
O 0.858 -9.980 -4.413
O -0.925 -10.955 -3.426
C -0.782 -12.045 -4.333
H -0.943 -6.704 -3.965
H 0.695 -6.025 -4.000
H 0.292 -7.456 -4.957
H 0.368 -7.288 -1.906
H 1.561 -8.116 -2.889
H 0.238 -12.425 -4.336
H -1.073 -11.739 -5.338
H -1.453 -12.829 -3.993
*
```

3.
Formula: C32H38ClN2O10Ti
Source: OMol25
Level of theory: ωB97M-V with the def2-TZVPD basis set

Values from the calculation:
* relative energy (zero: lowest compared OMol25 entry of this formula, charge and spin): 0.00 kJ/mol
* HOMO-LUMO gap (spin up / spin down): 6.434 / 7.052 eV

```
! wB97M-V def2-TZVPD RIJCOSX def2/J DEFGRID3
* xyz -1 1
Ti -0.624 -0.493 -0.365
O 1.954 -3.420 0.135
C 0.713 -3.137 0.416
O -0.072 -2.684 -0.402
C 0.287 -3.415 1.848
O -0.536 -2.385 2.341
C 0.182 -1.401 3.070
C 1.129 -0.540 2.235
O 2.134 -0.095 2.764
O 0.774 -0.306 1.015
H 2.163 -2.954 -0.748
H 1.171 -3.564 2.473
H -0.300 -4.338 1.837
H 0.765 -1.862 3.872
H -0.554 -0.723 3.504
C 0.176 2.972 -1.787
O -0.136 2.279 -0.596
C -1.216 1.376 -0.684
C -2.460 1.991 -1.255
H -0.596 3.700 -2.059
H 0.309 2.272 -2.619
H 1.113 3.504 -1.613
H -2.690 2.956 -0.784
H -3.309 1.326 -1.102
H -2.382 2.178 -2.335
C 6.943 -0.244 -2.662
C 6.261 -0.227 -1.325
C 6.964 -0.415 -0.148
C 6.305 -0.408 1.072
Cl 7.230 -0.655 2.536
C 4.940 -0.223 1.144
C 4.220 -0.026 -0.030
C 4.877 -0.020 -1.253
O 4.270 0.176 -2.459
C 2.887 0.443 -2.458
C 2.007 -0.730 -2.024
O 2.524 -1.842 -1.881
O 0.792 -0.387 -1.882
H 7.998 -0.495 -2.551
H 6.866 0.727 -3.155
H 6.474 -0.971 -3.326
H 8.035 -0.577 -0.180
H 4.410 -0.253 2.085
H 3.147 0.089 0.054
H 2.628 0.699 -3.486
H 2.641 1.298 -1.823
C -2.838 3.306 2.312
N -1.420 3.561 2.160
C -1.071 4.751 1.420
C -0.522 2.614 2.555
C 0.943 2.897 2.324
O -0.891 1.585 3.106
H -3.258 3.886 3.140
H -2.995 2.250 2.498
H -3.362 3.583 1.396
H -1.664 5.594 1.786
H -1.274 4.625 0.351
H -0.023 5.001 1.546
H 1.138 3.132 1.278
H 1.505 2.010 2.598
H 1.269 3.735 2.946
C -5.553 -0.286 2.201
C -4.209 -0.237 2.552
C -3.225 -0.557 1.634
C -3.547 -0.939 0.323
C -4.908 -0.972 -0.023
C -5.888 -0.655 0.904
N -2.527 -1.204 -0.580
C -2.745 -2.080 -1.645
C -2.155 -1.804 -2.882
C -2.248 -2.701 -3.935
C -2.958 -3.884 -3.793
C -3.562 -4.162 -2.571
C -3.454 -3.282 -1.509
H -6.323 -0.042 2.922
H -3.915 0.051 3.554
H -2.185 -0.512 1.939
H -5.189 -1.241 -1.033
H -6.929 -0.688 0.603
H -1.613 -0.871 -3.007
H -1.767 -2.467 -4.877
H -3.038 -4.581 -4.617
H -4.112 -5.087 -2.438
H -3.902 -3.521 -0.553
*
```

4.
Formula: C15H24N6O6Y
Source: OMol25
Level of theory: ωB97M-V with the def2-TZVPD basis set

Values from the calculation:
* HOMO-LUMO gap (spin up / spin down): 4.288 / 4.151 eV

```
! wB97M-V def2-TZVPD RIJCOSX def2/J DEFGRID3
* xyz 1 1
O 0.179 -1.414 -3.998
H -0.481 -1.876 -4.600
Y -0.065 0.040 -0.653
N 1.464 -1.580 -1.245
N -0.757 -2.154 -0.387
N 0.436 2.323 -0.811
N -1.609 1.329 0.559
O 2.549 -1.030 -1.544
O 1.467 2.999 -1.510
O -2.759 0.967 1.288
O -1.896 -2.282 0.172
C -0.128 -3.233 -0.949
C 1.150 -2.884 -1.483
C -0.267 3.182 -0.054
C -1.370 2.641 0.710
C 1.935 -3.688 -2.453
H 1.873 -3.163 -3.414
H 1.538 -4.705 -2.566
H 2.983 -3.741 -2.142
C -0.803 -4.541 -1.147
H -1.764 -4.377 -1.655
H -1.000 -4.988 -0.163
H -0.174 -5.218 -1.744
C 0.268 4.557 0.126
C -2.120 3.477 1.686
H 0.995 4.791 -0.655
H 0.821 4.566 1.078
H -0.531 5.306 0.155
H -2.688 2.834 2.358
H -2.835 4.146 1.186
H -1.391 4.088 2.237
H 2.010 2.319 -1.960
H -2.937 0.047 1.025
C -1.663 0.221 -2.311
H -1.022 -0.257 -3.102
H -1.896 1.292 -2.478
H -2.526 -0.441 -2.086
O 1.701 0.762 -4.197
H 1.535 -0.178 -4.487
H 0.803 1.118 -4.210
N 3.724 1.057 5.280
C 2.756 0.705 4.719
C 1.545 0.279 4.111
C 0.409 -0.114 4.837
C -0.668 -0.615 4.124
C -0.577 -0.780 2.750
N 0.460 -0.276 2.071
C 1.505 0.248 2.716
H 0.370 -0.030 5.915
H -1.585 -0.947 4.603
H -1.319 -1.369 2.186
H 2.355 0.591 2.112
*
```

| no. | total energy (Eh) |
| --- | --- |
| 1 | -1198.760274 |
| 2 | -11347.051800 |
| 3 | -3413.948104 |
| 4 | -1403.727067 |